Record 1
The following is a DFT calculation (the ωB97M-V functional and the def2-TZVPD basis) of a 3-piece molecular cluster, C2H3IN2O overall.

Calculated values
SMILES: N#[N+][O-].C#C.I
Energy above the lowest of the compared OMol25 structures with the same formula, charge and spin: 395.3 kJ/mol
Net charge: 0
LUMO: 0.6 eV
DFT total energy: -15246.53835 eV
HOMO: -0.3716 Eh

XYZ file:
```
9
Properties=species:S:1:pos:R:3:forces:R:3:nbo_charge:R:1
N -2.803 2.617 -1.568 0.626 -0.356 0.222 -0.088
N -2.925 2.440 -0.470 -1.103 0.632 -0.614 0.423
O -3.225 2.333 0.662 0.359 -0.123 0.461 -0.333
C -1.786 -0.347 1.286 0.663 -0.276 -0.010 -0.214
C -1.356 -0.182 0.187 -0.319 0.413 -0.470 -0.248
H -1.904 -0.565 2.301 -0.473 -0.121 0.781 0.229
H -1.142 0.139 -0.796 0.264 -0.165 -0.365 0.231
I 2.714 1.347 0.067 0.024 -0.061 -0.082 -0.100
H 3.463 0.561 -1.121 -0.041 0.056 0.077 0.101
```
Forces are in eV/Å.

=====

Record 2
The following is a DFT calculation (the ωB97M-V functional and the def2-TZVPD basis) of a 9-piece molecular cluster, C14H50BNO11 overall.

Calculated values
Net charge: +1
Multiplicity: 2
LUMO (alpha / beta): -2.5 / -9.2 eV
DFT total energy: -40001.63380 eV
HOMO (alpha / beta): -0.4418 / -0.4403 Eh

XYZ file:
```
77
Properties=species:S:1:pos:R:3:forces:R:3:mulliken_charge:R:1
N 2.706 -0.640 -0.249 1.710 -0.215 -0.191 0.040
H 3.037 0.301 -0.407 0.319 0.805 0.074 0.193
H 2.961 -0.988 0.664 -0.229 0.016 0.600 0.390
H 3.229 -1.175 -0.927 0.022 -0.424 -0.387 0.456
H 1.713 -0.696 -0.428 -1.043 -0.253 0.091 -1.121
B -0.181 -0.488 0.133 -0.001 0.263 -0.080 2.422
H 0.130 0.522 -0.088 0.927 4.154 -1.037 -1.226
H -1.235 -0.661 -0.024 -3.864 -0.162 -0.701 0.218
H 0.376 -1.141 -0.521 1.648 -2.577 -2.441 -0.928
H 0.117 -0.710 1.146 0.938 -0.927 3.582 0.074
C 1.247 2.603 4.392 -0.893 -0.319 -0.585 -1.344
C 0.333 1.776 3.480 0.355 -0.149 0.503 0.014
O 1.100 1.419 2.342 0.242 0.148 -0.418 -0.538
H 0.691 2.700 5.325 0.345 0.556 0.122 0.379
H 1.408 3.539 3.857 -0.067 0.312 0.469 0.303
H 2.238 2.188 4.575 -0.264 -0.432 -0.021 0.336
H -0.563 2.346 3.235 0.078 0.574 -0.426 0.089
H -0.136 0.918 3.963 0.595 -0.494 0.223 0.347
H 0.661 0.750 1.812 -0.290 -0.041 0.182 0.302
C 1.848 -5.036 1.118 -0.830 -0.183 -1.124 -1.314
C 0.830 -4.072 1.667 1.071 -0.234 0.588 0.499
O 1.429 -3.473 2.796 0.542 0.423 0.925 -0.592
H 2.114 -5.794 1.855 0.438 0.350 -0.011 0.389
H 2.661 -4.525 0.604 0.423 -0.181 0.480 0.271
H 1.309 -5.564 0.331 0.128 -0.284 -0.244 0.343
H -0.004 -4.712 1.955 -0.564 0.621 -0.165 0.237
H 0.634 -3.255 0.973 -0.646 -0.527 -0.251 -0.107
H 0.792 -3.166 3.446 -0.221 0.002 -0.151 0.307
C 2.160 2.583 -1.324 0.342 1.208 0.002 -0.672
C 3.601 2.584 -1.891 -0.728 0.019 -0.149 -0.520
O 4.091 1.253 -1.851 0.175 -0.828 0.748 -0.536
H 1.331 2.116 -1.856 0.527 -0.507 -0.416 0.215
H 1.818 3.610 -1.202 0.172 0.296 -0.174 0.366
H 2.143 2.254 -0.285 0.193 -0.369 0.067 0.074
H 4.206 3.257 -1.283 -0.007 -0.100 0.278 0.344
H 3.781 2.886 -2.923 -0.893 0.522 -0.090 0.348
H 5.049 1.283 -1.905 0.158 -0.106 -0.085 0.287
C -1.844 4.360 1.359 1.252 -1.542 0.960 -0.717
C -0.662 4.297 0.371 -1.948 -0.065 0.142 0.425
O 0.152 5.420 0.451 1.123 -0.099 0.289 -0.538
O -2.774 5.299 1.030 -1.102 1.085 -0.668 -0.544
H -1.523 4.465 2.395 0.626 0.455 0.088 0.381
H -2.302 3.374 1.434 -0.391 -0.198 -0.667 0.296
H -1.147 4.265 -0.605 -0.111 -0.122 -0.425 0.146
H -0.178 3.330 0.509 0.826 0.327 0.279 -0.167
H -0.263 6.184 0.045 -0.180 -0.093 -0.111 0.378
H -2.493 6.158 1.352 -0.092 0.098 0.103 0.358
C 0.296 -4.233 -2.317 0.046 -0.002 -0.495 -0.355
C 0.407 -2.744 -2.850 -1.197 -1.307 0.785 -0.112
O -0.809 -1.962 -2.666 1.011 -0.184 -0.734 -0.545
O -0.260 -5.203 -3.207 0.362 0.725 -0.240 -0.575
H -0.236 -4.396 -1.379 -0.074 1.074 0.250 0.148
H 1.318 -4.544 -2.102 0.161 -0.175 -0.309 0.367
H 0.651 -2.718 -3.912 -0.175 -0.244 0.008 0.418
H 1.285 -2.366 -2.326 -0.117 0.648 0.245 -0.160
H -0.783 -1.530 -1.809 0.062 -0.389 0.273 0.507
H -1.198 -5.005 -3.262 -0.183 -0.117 -0.080 0.338
C -2.509 -3.107 1.357 -0.378 1.182 -0.462 -0.483
C -3.136 -1.678 1.765 -0.223 -1.966 0.096 -0.453
O -2.301 -0.793 2.441 0.804 0.227 -0.120 -0.536
O -1.605 -3.065 0.223 -1.122 -0.142 0.663 -0.478
H -3.331 -3.759 1.062 -0.154 0.144 -0.117 0.429
H -2.022 -3.628 2.181 0.125 0.436 0.351 0.195
H -3.952 -1.835 2.470 -0.189 -0.432 -0.239 0.477
H -3.547 -1.188 0.882 -0.113 -0.222 -0.322 0.169
H -1.718 -0.475 1.749 0.450 0.333 0.350 0.462
H -1.182 -2.203 0.227 0.042 -0.236 0.123 0.516
C -1.455 1.601 -2.765 0.288 -1.520 2.094 0.044
C -2.626 1.207 -3.650 -2.652 0.349 -1.918 -0.647
O -3.683 2.189 -3.839 2.441 -1.196 0.420 -0.457
O -1.900 1.433 -1.432 -1.036 2.381 -1.369 -0.151
H -1.145 2.620 -2.999 -0.085 0.274 0.074 0.337
H -0.673 0.843 -2.788 0.457 0.363 -1.139 0.293
H -3.045 0.251 -3.334 0.091 0.080 0.502 0.360
H -2.185 0.996 -4.624 0.064 0.390 -0.184 0.387
H -4.053 2.373 -2.972 -0.533 -0.043 0.252 0.352
H -1.195 0.973 -0.972 1.014 -1.235 1.469 -0.212
```
Forces are in eV/Å.

=====

Record 3
The following is a DFT calculation (the ωB97M-V functional and the def2-TZVPD basis) of C4H12AlBO as an isolated structure.

Calculated values
Net charge: +2
LUMO: -13.3 eV
DFT total energy: -13638.27363 eV
HOMO: -0.6788 Eh

XYZ file:
```
19
Properties=species:S:1:pos:R:3:forces:R:3:nbo_charge:R:1
C -1.262 -1.215 0.645 0.450 -0.497 -1.008 -0.698
C 0.318 -1.152 1.076 0.407 0.469 -1.003 -0.454
C 1.002 0.331 0.817 -1.027 -0.200 -0.150 -0.418
C 1.056 0.540 -0.812 4.501 -5.204 1.686 -0.322
B 0.064 1.800 -1.284 -2.681 4.780 -5.140 0.199
O -0.020 1.673 -2.782 -0.037 -2.180 4.407 -0.401
H -1.990 -0.837 1.503 1.222 -0.031 -2.313 0.118
H -1.482 -2.346 0.337 0.033 2.324 0.880 0.275
H -1.534 -0.572 -0.311 0.631 -1.280 2.122 0.280
H 0.510 -1.475 2.192 -0.268 0.623 -2.024 0.242
H 0.921 -1.906 0.375 -1.403 1.455 1.763 0.266
H 2.120 0.299 1.215 -2.158 0.415 -1.077 0.315
H 0.403 1.222 1.293 1.384 -1.885 -0.577 0.275
H 2.154 0.853 -1.126 -2.534 -0.067 0.130 0.330
H 0.745 -0.434 -1.415 0.403 2.173 1.206 0.269
H 0.570 2.808 -0.938 1.140 -0.009 0.002 0.085
H -1.048 1.665 -0.858 -0.404 -1.766 0.413 0.124
H -0.574 0.821 -2.889 0.536 1.808 -0.570 0.516
Al -1.951 -2.077 2.962 -0.195 -0.928 1.252 0.998
```
Forces are in eV/Å.

=====

Record 4
The following is a DFT calculation (the ωB97M-V functional and the def2-TZVPD basis) of a 8-piece molecular cluster, C6H31N2O7 overall.

Calculated values
Energy above the lowest of the compared OMol25 structures with the same formula, charge and spin: 434.8 kJ/mol
Net charge: +1
LUMO: -2.5 eV
DFT total energy: -24028.87816 eV
HOMO: -0.4558 Eh

XYZ file:
```
46
Properties=species:S:1:pos:R:3:forces:R:3:nbo_charge:R:1
C -2.121 -0.052 0.686 -0.316 -0.254 4.233 -0.250
N -1.353 -1.066 0.101 0.015 -2.453 -3.716 -0.689
C -1.683 -1.251 -1.516 -1.837 0.358 2.752 -0.197
C -0.890 -2.229 -2.367 -0.104 -1.592 -0.752 -0.659
C -1.092 0.975 1.314 0.479 0.228 -2.059 -0.024
N 0.348 0.772 0.691 0.613 -2.034 0.690 -0.628
C 1.458 1.343 1.522 -0.299 4.265 0.364 -0.433
C -1.628 2.364 0.992 0.335 0.916 0.811 -0.656
H -2.940 0.315 0.103 0.223 0.977 -1.070 0.218
H -2.801 -0.325 1.636 1.600 -0.246 -1.669 0.210
H -1.486 -1.969 0.527 -0.206 -0.275 -0.021 0.372
H -2.872 -1.478 -1.493 2.860 0.309 -0.520 0.202
H -1.553 -0.260 -1.930 -0.144 0.305 0.151 0.190
H -1.266 -2.090 -3.418 -0.027 -0.270 0.991 0.253
H -1.106 -3.289 -2.055 0.137 0.923 -0.423 0.214
H 0.220 -2.199 -2.547 -0.940 0.698 1.002 0.226
H -0.836 0.830 2.365 -0.626 -0.148 -0.088 0.215
H 0.534 -0.292 0.566 -1.030 1.879 0.019 0.501
H 0.412 1.156 -0.245 0.075 0.501 -0.736 0.470
H 0.932 1.891 2.305 0.012 -0.448 0.572 0.214
H 1.962 2.321 1.103 -0.957 -2.525 -0.210 0.222
H 2.194 0.732 2.022 -0.217 -0.708 -0.671 0.249
H -2.603 2.292 0.457 1.170 0.307 -0.207 0.235
H -0.838 3.051 0.525 -1.473 -0.835 0.578 0.241
H -1.939 2.733 1.976 0.251 0.729 -0.247 0.235
H 2.052 1.252 -1.767 -0.426 0.445 0.051 0.509
H 1.645 2.702 -1.984 1.858 4.220 -0.864 0.487
O 1.307 1.904 -1.779 -2.131 -4.867 0.874 -1.003
H 1.247 -1.598 3.334 1.914 -2.869 3.649 0.494
H -0.108 -1.428 2.585 -0.310 -0.676 0.663 0.506
O 0.789 -1.134 2.730 -1.866 3.055 -3.793 -0.955
H -0.793 1.185 -3.318 2.653 0.363 3.989 0.473
H -0.471 1.184 -4.872 1.351 0.109 -0.168 0.487
O -1.077 1.164 -4.159 -3.872 -0.404 -3.811 -0.958
H 2.814 -0.605 -2.479 -0.246 -0.633 -0.646 0.488
H 2.021 -0.835 -1.111 -0.047 -0.845 -0.285 0.501
O 2.722 -0.367 -1.568 0.662 1.259 0.680 -0.964
H 1.400 -1.837 1.203 0.325 0.555 -1.174 0.493
H 1.408 -3.031 0.325 0.367 2.765 -1.210 0.499
O 1.507 -1.999 0.216 -0.458 -3.553 2.410 -0.992
H -2.194 -4.177 3.091 0.527 0.560 0.072 0.478
H -2.439 -3.278 4.212 -1.643 0.621 2.340 0.474
O -1.849 -3.366 3.516 1.212 -1.058 -2.518 -0.951
H 3.368 3.203 0.198 -0.177 -0.076 0.744 0.464
H 4.267 3.587 -0.941 -2.393 -0.949 0.093 0.487
O 3.333 3.201 -0.752 3.108 1.372 -0.868 -0.948
```
Forces are in eV/Å.